Entry from the OMol25 dataset: a structure of composition C4H3NO2 at a distorted geometry (the ωB97M-V functional and the def2-TZVPD basis).

The value obtained for the HOMO energy is -10.61 eV. Its energy above the lowest of the compared OMol25 structures with the same formula, charge and spin is 76.9 kcal/mol. As for the total energy: -359.34778 hartree.

Geometry as XYZ:
```
10
C4H3NO2 | the OMol25 dataset | the ωB97M-V functional and the def2-TZVPD basis
O -2.1192 1.0349 -0.7130
C -1.5598 0.1123 -0.2065
C 0.2833 -0.1224 -1.0771
N 0.1972 -0.9027 -1.9296
O 1.9022 -1.2059 0.5967
C 1.3208 -0.2392 1.0080
C 0.0755 0.3874 0.2571
H -1.9536 -0.9182 -0.2254
H 1.7811 0.3698 1.8133
H 0.0581 1.4567 0.4793
```